{
  "formula": "C2H5MgMnO3",
  "method": "the ωB97M-V functional and the def2-TZVPD basis",
  "homo_lumo_gap_ev": [6.0494, 8.2279],
  "lumo_ev": [-0.03, -0.77],
  "s2": 12.01,
  "e_above_lowest_kj_mol": 0.0,
  "multiplicity": 7,
  "symbols": ["O", "C", "C", "O", "Mg", "H", "H", "H", "H", "Mn", "O", "H"],
  "xyz": [[-1.3613, 1.0112, 0.2371], [-0.5730, 1.1843, -0.9014], [0.8450, 0.5921, -0.8038], [0.7920, -0.5202, 0.0395], [0.4210, -2.4338, 0.2574], [-0.5083, 2.2377, -1.2360], [-1.0917, 0.6232, -1.7093], [1.5839, 1.3010, -0.3846], [1.2261, 0.3612, -1.8148], [-0.4188, -0.0402, 1.4933], [-0.2742, -1.8898, 2.0615], [-0.6408, -2.4266, 2.7610]],
  "forces_ev_per_a": [[0.4927, 0.5948, 0.6534], [-0.5363, -0.2215, -1.2517], [0.3019, 0.6802, -0.2819], [0.8851, -1.1917, -0.4219], [0.2378, -0.0935, -0.0423], [-0.0553, -0.2265, 0.2400], [0.2695, 0.2983, 0.0047], [-0.3414, 0.0329, -0.0045], [-0.2219, -0.1434, 0.2672], [-1.1389, 0.7328, 0.8129], [0.1869, -0.4199, -0.0429], [-0.0800, -0.0426, 0.0669]],
  "lowdin_charge": [-0.38, -0.36, -0.32, -0.54, 0.71, 0.11, 0.11, 0.11, 0.11, 0.93, -0.49, 0.00]
}